No. 1
Molecular formula: C6H12O
Method: DFT, ωB97M-V with the def2-TZVPD basis set

Last column: Löwdin charge in e.
Cartesian coordinates (Å):
C (-0.10835, -1.59509, -1.36014)  0.005
C (-0.64308, -1.10547, -0.23042)  -0.184
C (-0.24481, 0.26545, 0.18423)  -0.119
C (0.81538, 0.67773, 0.86145)  -0.348
C (1.80188, -0.30005, 1.46873)  -0.056
C (0.92990, 2.06453, 1.40839)  -0.081
H (0.72437, -1.02345, -1.74875)  0.070
H (-0.49930, -2.51744, -1.77847)  0.055
H (-1.15989, -1.69125, 0.52680)  0.105
H (-0.93441, 1.05633, -0.10989)  0.114
H (1.47801, -1.33487, 1.34534)  0.069
H (1.96328, -0.07978, 2.52207)  0.077
H (2.75825, -0.24077, 0.94441)  0.082
H (0.67457, 2.85727, 0.68782)  0.080
H (1.91507, 2.35886, 1.76762)  0.074
H (0.18754, 2.26730, 2.18522)  0.085
O (-3.47621, -0.24489, -2.81186)  -0.065
H (-3.34253, -0.73115, -3.63310)  0.032
H (-2.83966, -0.68326, -2.22947)  0.008

Forces on the atoms, in the same order (eV/Å):
C -0.956 -0.038 1.165
C 1.682 0.249 -0.059
C -0.451 0.650 -0.146
C 0.224 -0.975 1.468
C -0.020 -0.136 -0.747
C -0.396 1.594 -0.707
H -0.356 -0.084 -0.837
H 0.668 -0.134 -0.044
H -0.781 -0.017 -0.623
H -0.171 -0.117 -0.071
H -0.100 0.065 0.130
H 0.039 -0.012 0.044
H 0.170 0.160 0.165
H 0.072 -0.401 -0.247
H 0.069 -0.401 0.146
H 0.240 -0.413 0.326
O 0.343 -0.419 0.005
H -0.190 0.170 -0.118
H -0.084 0.257 0.148

The value obtained for the frontier orbital gap is 10.1 eV.

---

No. 2
Molecular formula: C6H12O
Method: DFT, ωB97M-V with the def2-TZVPD basis set

Last column: Löwdin charge in e.
Cartesian coordinates (Å):
C (2.45584, 0.99912, 0.24267)  -0.134
C (1.38712, 0.01633, 0.71429)  -0.249
C (-0.11975, 0.62695, 0.50241)  -0.142
C (-1.26558, -0.36734, 0.48983)  -0.234
C (-2.47366, -0.16583, -0.40468)  -0.062
C (-1.44504, -1.17064, -0.78099)  -0.353
O (-0.67860, -0.85536, -1.90607)  -0.013
H (2.25706, 1.25679, -0.79635)  0.067
H (2.42634, 1.92926, 0.82342)  0.073
H (3.47227, 0.58360, 0.30318)  0.072
H (1.65938, -0.23973, 1.76992)  0.111
H (1.47180, -0.91801, 0.17259)  0.079
H (-0.19053, 1.23185, -0.42472)  0.118
H (0.09461, 1.22115, 1.37204)  0.090
H (-1.44550, -0.92412, 1.40675)  0.134
H (-2.50266, 0.74223, -1.00242)  0.114
H (-3.43770, -0.51723, -0.05311)  0.101
H (-1.68282, -2.22777, -0.66415)  0.141
H (0.21542, -1.18149, -1.74293)  0.090

Forces on the atoms, in the same order (eV/Å):
C -0.162 0.041 -0.211
C -0.540 -0.347 -0.559
C 2.325 -0.727 0.187
C 0.592 0.046 0.233
C -0.050 0.177 0.171
C -0.210 -0.160 0.293
O 0.273 -0.109 0.023
H 0.151 0.129 -0.126
H 0.022 -0.152 -0.062
H -0.327 0.081 0.080
H -0.956 0.197 -0.579
H 0.202 -0.351 -0.270
H 0.472 -0.226 0.660
H -1.918 1.167 0.469
H 0.067 0.102 -0.093
H 0.051 -0.174 0.071
H 0.110 0.075 -0.038
H -0.027 0.148 -0.119
H -0.075 0.081 -0.129

The value obtained for the frontier orbital gap is 10.4 eV.

---

No. 3
Molecular formula: C6H12O
Method: DFT, ωB97M-V with the def2-TZVPD basis set

Last column: Löwdin charge in e.
Cartesian coordinates (Å):
C (3.24739, -1.47968, -0.80238)  0.046
C (2.81958, -0.48065, 0.08444)  -0.118
C (1.49356, -0.02738, 0.38662)  -0.333
C (1.19264, 0.68756, 1.62632)  -0.082
C (0.48876, -0.06752, -0.54220)  -0.104
C (-0.61717, 0.87437, -0.75849)  -0.122
H (2.67161, -2.16182, -1.21757)  -0.003
H (4.27915, -1.37716, -0.93279)  0.025
H (3.71164, -0.04024, 0.54298)  0.099
H (0.73561, 1.66327, 1.55360)  0.063
H (2.10612, 0.97203, 2.23889)  0.098
H (0.40346, 0.16744, 2.24446)  0.106
H (0.29166, -0.82909, -1.31213)  0.114
H (-1.02980, 0.84884, -1.79973)  0.092
H (-0.50745, 1.86238, -0.44529)  0.048
H (-1.54781, 0.69296, -0.23381)  0.072
O (-6.88446, -0.35135, 0.08952)  -0.109
H (-6.77678, -1.12477, -0.53350)  0.055
H (-6.07771, 0.17081, -0.18893)  0.054

Forces on the atoms, in the same order (eV/Å):
C 0.458 5.749 4.570
C 2.024 -3.611 -2.084
C -2.052 0.347 -1.742
C 0.432 1.298 2.679
C 0.176 -0.924 -0.395
C -2.406 -0.502 -0.317
H -2.559 -2.944 -2.222
H 1.422 -0.819 -0.550
H -0.798 0.619 0.196
H -0.307 0.514 -0.833
H -0.952 -0.957 -0.469
H 1.230 0.064 -0.379
H 1.739 0.014 0.091
H 0.976 0.128 0.575
H 1.027 1.893 0.222
H -0.411 -0.867 0.657
O 1.878 -0.468 -1.816
H -0.499 1.018 1.104
H -1.378 -0.550 0.711

The value obtained for the frontier orbital gap is 8.4 eV.

---

For each record above, in turn, the calculated relative energy (zero: lowest compared OMol25 entry of this formula, charge and spin) values are 1.966, 1.900, 3.393 eV.
For each record above, in turn, the calculated calculated total energy values are -8462.38809, -8462.45405, -8460.96110 eV.
For each record above, in turn, the calculated highest occupied orbital energy values are -0.3382, -0.3455, -0.2893 hartree.